No. 1
Formula: C40H48MnN3O4SSb2
Source: the OMol25 dataset
Level of theory: ωB97M-V/def2-TZVPD

CARTESIAN COORDINATES (ANGSTROEM)
Mn1 0.449 -0.672 -0.772
N1 1.774 -0.416 0.973
C1 2.097 -1.582 1.829
C2 2.784 -2.693 1.053
C3 1.920 -3.450 0.052
N2 1.580 -2.611 -1.112
H1 2.642 -0.039 0.584
H2 1.416 0.340 1.551
H3 1.160 -1.951 2.257
H4 2.735 -1.272 2.659
H5 3.170 -3.415 1.776
H6 3.661 -2.284 0.535
H7 0.986 -3.771 0.522
H8 2.449 -4.354 -0.257
H9 1.070 -3.155 -1.802
H10 2.422 -2.289 -1.584
C4 -3.818 -2.154 -0.906
C5 -4.143 -0.784 -1.496
C6 -3.948 0.396 -0.535
Sb1 -1.914 1.086 -0.611
C7 -2.055 2.233 -2.384
C8 -2.636 3.499 -2.389
C9 -2.703 4.230 -3.566
C10 -2.193 3.701 -4.745
C11 -1.612 2.440 -4.746
C12 -1.539 1.710 -3.566
C13 -1.895 2.606 0.857
C14 -0.787 3.451 0.907
C15 -0.708 4.442 1.875
C16 -1.732 4.587 2.804
C17 -2.832 3.743 2.763
C18 -2.915 2.752 1.792
Sb2 -1.892 -2.446 0.013
C19 -2.083 -4.522 0.429
C20 -1.824 -5.024 1.703
C21 -1.884 -6.390 1.943
C22 -2.201 -7.264 0.913
C23 -2.456 -6.772 -0.360
C24 -2.392 -5.407 -0.602
C25 -2.371 -1.685 1.948
C26 -1.594 -0.687 2.530
C27 -1.942 -0.133 3.756
C28 -3.074 -0.586 4.418
C29 -3.851 -1.591 3.853
C30 -3.503 -2.135 2.626
H11 -3.897 -2.927 -1.672
H12 -4.526 -2.412 -0.114
H13 -5.188 -0.808 -1.816
H14 -3.565 -0.625 -2.413
H15 -4.206 0.112 0.488
H16 -4.572 1.245 -0.815
H17 -3.030 3.925 -1.472
H18 -3.153 5.215 -3.563
H19 -2.247 4.273 -5.662
H20 -1.217 2.027 -5.665
H21 -1.063 0.735 -3.581
H22 0.016 3.328 0.187
H23 0.148 5.104 1.908
H24 -1.672 5.361 3.558
H25 -3.631 3.859 3.484
H26 -3.779 2.099 1.772
H27 -1.590 -4.350 2.520
H28 -1.689 -6.772 2.936
H29 -2.252 -8.328 1.102
H30 -2.706 -7.452 -1.164
H31 -2.591 -5.042 -1.604
H32 -0.711 -0.318 2.023
H33 -1.338 0.655 4.188
H34 -3.352 -0.159 5.372
H35 -4.730 -1.951 4.372
H36 -4.117 -2.923 2.203
C31 5.850 -1.109 1.738
C32 5.302 0.046 0.943
C33 4.834 1.191 1.590
C34 4.464 2.316 0.871
C35 4.532 2.297 -0.518
C36 4.947 1.154 -1.183
C37 5.326 0.036 -0.450
S1 4.197 3.789 -1.426
O1 4.536 4.859 -0.538
O2 4.792 3.629 -2.719
N3 2.601 3.841 -1.654
C38 1.906 3.513 -2.896
C39 2.025 2.057 -3.308
C40 1.492 1.079 -2.299
O3 1.457 -0.157 -2.597
O4 1.062 1.460 -1.179
H37 5.198 -1.375 2.571
H38 6.819 -0.842 2.164
H39 6.000 -1.991 1.117
H40 4.819 1.222 2.673
H41 4.173 3.226 1.379
H42 5.036 1.163 -2.261
H43 5.705 -0.837 -0.971
H44 2.085 4.286 -0.913
H45 2.272 4.145 -3.706
H46 0.858 3.758 -2.723
H47 3.065 1.804 -3.523
H48 1.483 1.887 -4.240

Computed properties:
HOMO-LUMO gap (spin up / spin down) = 8.20 / 8.36 eV
2S+1 = 6
Maximum force = 0.18 eV Å⁻¹
Charge = +1
Expectation value of S² = 8.75

No. 2
Formula: C40H49BF16IN3O4S2
Source: the OMol25 dataset
Level of theory: ωB97M-V/def2-TZVPD

CARTESIAN COORDINATES (ANGSTROEM)
H1 7.566 2.305 0.740
N1 6.805 1.775 0.300
C1 6.774 2.147 -0.915
C2 5.733 1.620 -1.945
C3 5.370 0.151 -1.723
C4 6.011 -0.953 -2.343
C5 7.156 -0.707 -3.351
C6 8.581 -1.001 -2.691
O1 9.386 -1.653 -3.680
C7 5.610 -2.287 -2.032
B1 6.433 -3.428 -2.835
N2 5.818 -3.902 -4.108
O2 7.631 -3.939 -2.356
C8 4.578 -2.594 -1.103
C9 4.240 -4.070 -0.794
C10 4.099 -4.337 0.755
C11 2.960 -4.578 -1.599
C12 2.275 -3.478 -2.473
C13 3.886 -1.477 -0.489
C14 4.311 -0.148 -0.825
S1 3.409 1.210 -0.029
C15 1.727 0.549 -0.105
C16 0.607 1.333 -0.415
C17 -0.684 0.738 -0.483
C18 -1.846 1.696 -0.868
C19 -2.051 1.842 -2.430
C20 -3.590 2.013 -2.757
S2 -3.912 1.263 -4.417
C21 -0.851 -0.659 -0.199
C22 -2.244 -1.337 -0.240
C23 -3.265 -0.686 0.789
C24 -2.842 -1.376 -1.698
C25 -1.832 -2.097 -2.636
C26 0.321 -1.427 0.103
I1 0.205 -3.536 0.522
C27 1.637 -0.859 0.152
N3 2.808 -1.625 0.481
C28 3.274 -1.379 1.876
C29 2.637 -2.319 2.895
C30 2.360 -3.173 3.708
H2 7.502 2.925 -1.252
H3 6.191 1.818 -2.939
H4 4.864 2.308 -1.875
H5 7.015 -1.294 -4.287
H6 7.198 0.352 -3.679
H7 8.374 -1.703 -1.860
H8 8.981 -0.026 -2.352
H9 9.874 -0.970 -4.158
H10 5.498 -3.101 -4.655
H11 4.976 -4.448 -3.912
H12 8.328 -3.695 -2.994
H13 5.060 -4.754 -1.114
H14 3.035 -4.281 1.058
H15 4.642 -3.558 1.326
H16 4.453 -5.359 0.991
H17 3.304 -5.360 -2.320
H18 2.257 -5.100 -0.921
H19 3.021 -3.136 -3.227
H20 1.489 -3.993 -3.074
H21 1.875 -2.624 -1.900
H22 0.762 2.408 -0.609
H23 -1.541 2.712 -0.517
H24 -2.807 1.487 -0.372
H25 -1.770 0.864 -2.877
H26 -1.425 2.639 -2.870
H27 -4.140 1.394 -2.018
H28 -3.918 3.067 -2.780
H29 -2.798 0.542 -4.751
H30 -2.188 -2.404 0.061
H31 -2.719 -0.039 1.502
H32 -3.962 -0.049 0.195
H33 -3.880 -1.466 1.273
H34 -3.754 -2.013 -1.654
H35 -3.167 -0.381 -2.049
H36 -0.866 -1.569 -2.766
H37 -2.262 -2.338 -3.635
H38 -1.582 -3.074 -2.158
H39 2.947 -0.359 2.167
H40 4.378 -1.455 1.932
H41 2.318 -4.030 4.374
F1 -1.655 2.910 6.724
C31 -2.974 3.040 6.948
F2 -3.240 2.383 8.105
C32 -3.826 2.460 5.815
F3 -3.655 1.123 5.723
F4 -5.133 2.652 6.159
C33 -3.642 3.086 4.418
O3 -2.778 2.410 3.502
C34 -1.406 2.637 3.556
F5 -1.148 3.697 4.344
F6 -1.040 2.998 2.307
C35 -0.614 1.386 3.955
F7 -1.008 0.908 5.150
F8 0.704 1.682 4.055
H42 -3.201 4.098 7.104
H43 -4.617 3.026 3.937
H44 -3.421 4.153 4.469
H45 -0.740 0.595 3.210
F9 -9.316 3.545 -0.365
C36 -8.930 2.660 -1.302
F10 -10.061 2.179 -1.872
C37 -8.110 1.505 -0.721
F11 -8.858 0.761 0.122
F12 -7.783 0.687 -1.761
C38 -6.787 1.877 -0.021
O4 -6.794 1.985 1.405
C39 -7.197 3.179 1.995
F13 -7.276 4.144 1.064
F14 -6.190 3.542 2.828
C40 -8.483 3.029 2.815
F15 -9.499 2.567 2.064
F16 -8.863 4.232 3.307
H46 -8.365 3.190 -2.074
H47 -6.111 1.041 -0.211
H48 -6.305 2.739 -0.485
H49 -8.331 2.340 3.648

Computed properties:
HOMO-LUMO gap = 8.45 eV
Maximum force = 2.07 eV Å⁻¹
SMILES = [H]/N=C/Cc1c(CCO)c(B(N)O)c([C@@H](C)CC)c2c1Sc1cc(CCCS)c([C@@H](C)CC)c(I)c1N2CC#C.FC(F)C(F)(F)COC(F)(F)C(F)F.FC(F)C(F)(F)COC(F)(F)C(F)F